(1)
46
Properties=species:S:1:pos:R:3 method="wB97M-V/def2-TZVPD" fmax_ev_per_a=15.49 gap_ev=8.9 multiplicity=1 smiles="Cc1cc(OCC(=O)NNC(=S)NC[C@@H]2CCCO2)cc(C)c1Cl" homo_ev=-8.361 e_lumo_ev=0.51
C 1.393 3.091 0.753
C 1.772 1.609 0.816
C 1.242 0.692 1.838
C 1.750 -0.519 1.898
O 1.204 -1.299 3.039
C 0.826 -2.631 2.557
C -0.376 -2.381 1.803
O -1.624 -2.449 2.009
N -0.056 -2.166 0.467
N -1.133 -2.081 -0.493
C -0.649 -1.313 -1.528
S 0.894 -1.131 -1.867
N -1.531 -0.921 -2.556
C -3.017 -0.854 -2.132
C -3.499 0.270 -1.263
C -2.852 1.538 -1.506
C -2.592 2.162 -0.162
C -2.232 1.010 0.627
O -3.029 -0.157 0.213
C 2.777 -0.979 0.859
C 3.377 -0.102 0.096
C 4.445 -0.823 -0.873
C 2.934 1.318 0.047
Cl 3.596 2.021 -1.323
H 2.331 3.862 0.786
H 1.205 3.144 -0.312
H 0.526 3.289 1.344
H 0.725 1.245 2.510
H 0.350 -2.836 3.677
H 1.672 -3.067 2.479
H 0.969 -2.081 0.263
H -1.930 -1.724 -0.024
H -1.142 -0.443 -3.153
H -3.483 -0.536 -3.033
H -3.308 -2.041 -1.924
H -4.539 0.485 -1.366
H -1.825 1.684 -2.030
H -3.551 2.352 -2.174
H -3.467 2.640 0.096
H -1.814 2.925 -0.308
H -1.111 0.899 0.347
H -2.377 1.152 1.623
H 3.122 -1.967 0.985
H 4.683 -1.704 -0.535
H 5.281 -0.203 -0.749
H 4.065 -0.979 -1.819

=====

(2)
52
Properties=species:S:1:pos:R:3 method="wB97M-V/def2-TZVPD" charge=+1 fmax_ev_per_a=1.17 gap_ev="6.6 / 6.7" e_above_lowest_ev=0.582 multiplicity=2 homo_ev="-9.556 / -9.558" e_lumo_ev="-2.93 / -2.86"
Ti 0.202 -0.691 0.470
C -0.515 -3.008 -3.411
N -1.516 -2.031 -2.982
C -2.482 -1.613 -3.990
C -1.439 -1.505 -1.782
O -0.607 -1.915 -0.937
C -2.398 -0.392 -1.385
O -1.953 0.136 -0.146
C -1.914 1.558 -0.023
C -0.500 1.959 0.373
O 0.115 1.133 1.143
N -0.171 3.237 0.372
C -0.784 4.141 -0.601
C 1.082 3.685 0.981
H -0.253 -2.799 -4.446
H -0.913 -4.020 -3.340
H 0.370 -2.921 -2.789
H -2.011 -0.939 -4.707
H -3.343 -1.123 -3.545
H -2.838 -2.495 -4.517
H -3.407 -0.802 -1.273
H -2.412 0.377 -2.158
H -2.560 1.841 0.813
H -2.255 2.050 -0.929
H -0.881 3.638 -1.565
H -0.124 4.994 -0.736
H -1.754 4.506 -0.261
H 1.438 2.937 1.679
H 0.893 4.617 1.510
H 1.835 3.851 0.209
O 5.278 3.247 -1.868
C 4.389 2.481 -1.639
S 2.741 2.649 -2.286
C 2.078 1.213 -1.531
C 2.907 0.481 -0.771
S 2.489 -0.980 0.108
S 4.559 1.040 -0.611
S 0.400 0.848 -1.776
O -2.033 -0.457 2.643
H -2.983 -0.494 2.495
H -1.925 -0.387 3.598
I -1.247 -3.935 1.624
C 0.248 -3.010 2.743
C 0.819 -3.705 3.792
C 1.770 -3.060 4.566
C 2.110 -1.753 4.253
C 1.519 -1.161 3.160
N 0.592 -1.767 2.389
H 0.516 -4.720 4.000
H 2.235 -3.571 5.398
H 2.841 -1.207 4.830
H 1.791 -0.159 2.856

=====

(3)
46
Properties=species:S:1:pos:R:3 method="wB97M-V/def2-TZVPD" charge=-1 fmax_ev_per_a=0.16 gap_ev=8.0 multiplicity=1 homo_ev=-5.202 e_lumo_ev=2.80
Li 0.602 0.285 0.021
C 0.723 -2.340 -2.818
C 0.707 -2.274 -1.298
C 0.368 -3.625 -0.691
O -0.311 -1.314 -0.951
C 2.120 -1.805 -0.820
O 3.032 -2.623 -0.988
O 2.186 -0.646 -0.327
H -0.240 -2.698 -3.192
H 1.520 -3.006 -3.142
H 0.905 -1.345 -3.228
H -0.594 -3.982 -1.068
H 0.315 -3.551 0.399
H 1.151 -4.338 -0.940
H -0.691 -1.550 -0.094
C -3.070 3.278 4.403
C -1.555 3.114 4.328
N -1.142 1.773 3.927
C -0.814 0.821 4.977
C -1.994 -0.033 5.425
C -1.113 1.433 2.607
S -0.683 -0.166 2.177
N -1.510 2.417 1.789
C -1.163 2.527 0.507
O -0.258 1.938 -0.105
C -1.959 3.557 -0.260
C -2.949 4.323 0.346
C -3.671 5.249 -0.393
C -3.411 5.416 -1.746
C -2.424 4.654 -2.357
C -1.702 3.730 -1.616
H -3.333 4.313 4.635
H -3.508 2.635 5.167
H -3.509 3.015 3.440
H -1.104 3.318 5.301
H -1.153 3.828 3.614
H -0.420 1.395 5.819
H -0.021 0.173 4.609
H -2.788 0.571 5.865
H -1.668 -0.764 6.170
H -2.394 -0.574 4.568
H -3.139 4.181 1.401
H -4.441 5.840 0.089
H -3.975 6.139 -2.324
H -2.218 4.778 -3.413
H -0.931 3.122 -2.071

=====

(4)
41
Properties=species:S:1:pos:R:3 method="wB97M-V/def2-TZVPD" fmax_ev_per_a=3.42 gap_ev=10.2 e_above_lowest_ev=1.042 multiplicity=1 smiles="Cc1cc(C)n(C(=O)[C@]23C[C@H]4C[C@H](C[C@H](C4)C2)C3)n1" homo_ev=-9.386 e_lumo_ev=0.81
C 0.136 -2.227 4.168
C 0.396 -2.390 2.712
C 0.658 -3.636 2.061
C 0.706 -3.318 0.738
C 0.857 -4.387 -0.291
N 0.403 -1.976 0.616
C 0.295 -1.276 -0.592
O 0.509 -1.908 -1.640
C 0.014 0.277 -0.762
C 1.143 1.151 -0.116
C 0.807 2.657 -0.289
C 0.752 2.966 -1.773
C -0.350 2.189 -2.466
C -1.739 2.433 -1.863
C -1.692 2.127 -0.352
C -0.581 2.952 0.289
C -1.343 0.648 -0.061
C -0.011 0.690 -2.254
N 0.237 -1.405 1.863
H 1.058 -2.322 4.807
H -0.631 -2.980 4.466
H -0.295 -1.244 4.363
H 0.869 -4.572 2.524
H 1.802 -4.243 -0.810
H -0.019 -4.384 -0.972
H 0.897 -5.384 0.217
H 2.124 0.869 -0.569
H 1.216 0.926 0.942
H 1.541 3.285 0.243
H 1.696 2.742 -2.223
H 0.517 4.038 -1.892
H -0.345 2.394 -3.532
H -2.490 1.780 -2.340
H -2.027 3.465 -2.015
H -2.689 2.300 0.086
H -0.773 4.010 0.240
H -0.556 2.729 1.358
H -2.137 -0.001 -0.429
H -1.191 0.518 0.999
H -0.758 0.049 -2.790
H 0.992 0.461 -2.662

=====

(5)
41
Properties=species:S:1:pos:R:3 method="wB97M-V/def2-TZVPD" fmax_ev_per_a=0.70 gap_ev=9.2 e_above_lowest_ev=1.491 multiplicity=1 smiles=Cc1ccc(C)c(OCCCCCn2ccnc2)c1 homo_ev=-8.459 e_lumo_ev=0.74
C 1.665 2.775 -1.874
C 1.850 1.879 -0.686
C 1.931 2.411 0.593
C 2.136 1.581 1.681
C 2.238 0.209 1.533
C 2.451 -0.700 2.703
C 2.128 -0.337 0.245
O 2.253 -1.700 0.160
C 1.531 -2.418 -0.817
C 0.113 -2.771 -0.344
C -0.771 -1.554 -0.066
C -1.227 -0.832 -1.333
C -1.764 0.569 -1.021
N -2.869 0.529 -0.103
C -4.152 0.156 -0.393
C -4.835 0.202 0.788
N -4.002 0.587 1.790
C -2.840 0.770 1.228
C 1.959 0.505 -0.848
H 2.604 3.274 -2.115
H 0.925 3.545 -1.665
H 1.347 2.210 -2.748
H 1.841 3.478 0.736
H 2.208 2.008 2.671
H 2.424 -0.143 3.636
H 3.413 -1.202 2.616
H 1.683 -1.473 2.725
H 2.096 -3.343 -0.965
H 1.498 -1.888 -1.773
H -0.352 -3.406 -1.101
H 0.205 -3.352 0.576
H -1.651 -1.881 0.493
H -0.224 -0.857 0.571
H -2.000 -1.420 -1.832
H -0.394 -0.717 -2.027
H -2.089 1.056 -1.947
H -0.969 1.170 -0.571
H -4.461 -0.092 -1.387
H -5.866 -0.014 0.980
H -1.952 1.085 1.740
H 1.920 0.100 -1.848

=====

(6)
50
Properties=species:S:1:pos:R:3 method="wB97M-V/def2-TZVPD" fmax_ev_per_a=12.46 gap_ev=10.0 multiplicity=1 smiles="CCCO[C@H](C#N)CC#N.O=C1OCCO1.O=C1OCCO1.O=C1OCCO1" homo_ev=-10.737 e_lumo_ev=-0.71
C 2.935 -3.911 -0.467
C 2.122 -2.951 -1.560
C 0.514 -2.754 -1.145
O -0.363 -3.509 -2.054
C -1.679 -3.789 -1.461
C -2.343 -2.529 -0.632
N -2.785 -1.775 0.354
C -1.517 -5.169 -0.532
C -0.719 -6.300 -1.458
N 0.165 -6.948 -2.155
H 4.090 -3.772 -0.727
H 2.665 -5.053 -0.584
H 2.800 -3.510 0.640
H 2.621 -1.868 -1.522
H 2.206 -3.439 -2.640
H 0.342 -2.967 -0.002
H 0.288 -1.599 -1.333
H -2.385 -4.125 -2.363
H -0.847 -4.831 0.393
H -2.575 -5.567 -0.218
O -4.945 0.859 6.489
C -4.737 0.661 5.304
O -3.577 0.982 4.659
C -3.644 0.394 3.374
C -5.113 0.243 3.142
O -5.634 0.089 4.448
H -3.169 1.038 2.628
H -3.123 -0.569 3.397
H -5.558 1.133 2.685
H -5.349 -0.629 2.525
O 1.943 2.113 -0.930
C 0.733 2.094 -0.774
O -0.062 1.016 -1.038
C -1.344 1.314 -0.519
C -1.364 2.808 -0.489
O -0.002 3.148 -0.313
H -2.127 0.900 -1.160
H -1.432 0.875 0.480
H -1.717 3.240 -1.431
H -1.971 3.200 0.331
O 5.833 7.363 -2.340
C 5.306 6.361 -1.885
O 5.946 5.435 -1.112
C 4.951 4.564 -0.607
C 3.840 4.701 -1.596
O 3.999 6.020 -2.084
H 5.329 3.540 -0.544
H 4.664 4.899 0.395
H 3.935 4.000 -2.432
H 2.856 4.574 -1.136

=====

(7)
44
Properties=species:S:1:pos:R:3 method="wB97M-V/def2-TZVPD" fmax_ev_per_a=0.60 gap_ev=8.6 e_above_lowest_ev=0.000 multiplicity=1 smiles="Cc1ccc(OC[C@H](O)CN2C(=O)NC(C)(C)C2=O)cc1C" homo_ev=-8.064 e_lumo_ev=0.55
C 6.012 0.860 0.108
C 4.693 0.183 -0.116
C 4.641 -1.115 -0.608
C 3.440 -1.758 -0.817
C 2.242 -1.107 -0.532
O 1.103 -1.821 -0.792
C -0.135 -1.295 -0.392
C -0.347 -1.350 1.141
O -0.899 -2.563 1.562
C -1.181 -0.149 1.635
N -2.260 0.210 0.737
C -2.323 1.487 0.143
O -1.513 2.360 0.307
N -3.438 1.497 -0.615
C -4.159 0.245 -0.599
C -5.558 0.398 0.000
C -4.212 -0.401 -1.984
C -3.277 -0.591 0.329
O -3.443 -1.750 0.628
C 2.284 0.192 -0.043
C 3.495 0.840 0.164
C 3.499 2.243 0.692
H 6.121 1.156 1.151
H 6.092 1.760 -0.501
H 6.832 0.195 -0.151
H 5.562 -1.634 -0.832
H 3.402 -2.766 -1.199
H -0.878 -1.936 -0.877
H -0.256 -0.269 -0.764
H 0.635 -1.303 1.626
H -1.826 -2.607 1.271
H -0.562 0.747 1.725
H -1.596 -0.401 2.616
H -3.718 2.297 -1.156
H -5.992 -0.586 0.154
H -5.505 0.911 0.958
H -6.195 0.968 -0.671
H -4.594 -1.414 -1.894
H -4.864 0.168 -2.642
H -3.216 -0.441 -2.422
H 1.377 0.732 0.181
H 4.010 2.288 1.653
H 4.025 2.908 0.008
H 2.484 2.612 0.820

=====

(8)
46
Properties=species:S:1:pos:R:3 method="wB97M-V/def2-TZVPD" charge=+1 fmax_ev_per_a=3.13 gap_ev=7.7 multiplicity=1 homo_ev=-11.777 e_lumo_ev=-4.11
C -1.294 1.927 -1.268
C -2.073 2.039 -2.708
P -3.803 2.846 -2.629
S -3.765 4.833 -1.825
C -5.109 1.728 -1.795
C -6.518 2.625 -1.745
H -1.322 2.900 -0.614
H -1.669 0.980 -0.673
H -0.143 1.724 -1.512
H -2.235 0.937 -3.135
H -1.412 2.694 -3.426
H -3.150 5.633 -2.814
H -3.109 4.916 -0.586
H -4.778 1.348 -0.728
H -5.342 0.792 -2.491
H -6.512 3.385 -0.844
H -7.482 1.960 -1.723
H -6.602 3.301 -2.725
C 3.967 0.687 2.857
C 4.731 1.510 2.028
C 4.337 1.731 0.707
C 3.169 1.124 0.226
C 2.405 0.291 1.053
C 2.810 0.075 2.372
N 2.737 1.373 -1.155
O 3.450 2.101 -1.861
O 1.681 0.845 -1.533
H 4.275 0.522 3.888
H 5.632 1.982 2.413
H 4.943 2.376 0.074
H 1.499 -0.190 0.691
H 2.222 -0.568 3.023
C 1.617 -5.701 0.041
C 0.660 -4.717 -0.213
C 0.433 -3.704 0.721
C 1.177 -3.683 1.909
C 2.133 -4.674 2.170
C 2.349 -5.683 1.230
N 0.960 -2.607 2.883
O 0.092 -1.760 2.624
O 1.660 -2.604 3.906
H 1.795 -6.485 -0.692
H 0.093 -4.738 -1.141
H -0.316 -2.945 0.508
H 2.713 -4.673 3.090
H 3.091 -6.455 1.422

=====

(9)
41
Properties=species:S:1:pos:R:3 method="wB97M-V/def2-TZVPD" charge=-2 fmax_ev_per_a=4.00 gap_ev="2.2 / 6.4" multiplicity=3 homo_ev="3.462 / -0.825" e_lumo_ev="5.64 / 5.54"
C -0.795 -1.438 -1.617
C -1.047 -0.169 -2.175
C -1.938 0.550 -1.317
C -2.308 -0.336 -0.255
C -1.546 -1.565 -0.423
Pd -0.387 0.137 0.297
N 1.414 -0.835 0.334
C 2.186 0.236 -0.209
C 1.184 1.040 -1.041
H -2.347 1.555 -1.448
H -0.633 0.225 -3.108
H -3.042 -0.118 0.526
H -1.609 -2.433 0.238
H -0.176 -2.227 -2.045
H 1.252 0.784 -2.104
H 2.910 -0.243 -0.875
H 1.699 -1.559 0.975
H 1.113 2.134 -0.895
H 2.661 0.975 0.467
C -0.165 3.107 2.677
N 0.887 2.473 3.405
C 0.990 2.852 4.794
C 1.255 1.108 3.047
C 0.111 0.195 3.340
C -0.136 -0.108 4.678
C -1.328 -0.735 5.046
C -2.189 -1.171 4.035
C -1.838 -1.017 2.690
C -0.722 -0.286 2.361
H -0.136 4.179 2.901
H -1.182 2.730 2.969
H -0.052 2.946 1.592
H 0.090 2.546 5.374
H 1.880 2.377 5.243
H 1.075 3.945 4.830
H 1.475 1.104 1.962
H 2.150 0.835 3.655
H 0.564 0.249 5.451
H -1.568 -0.873 6.097
H -3.130 -1.683 4.295
H -2.482 -1.450 1.924

=====

(10)
41
Properties=species:S:1:pos:R:3 method="wB97M-V/def2-TZVPD" fmax_ev_per_a=3.84 gap_ev="5.3 / 5.6" e_above_lowest_ev=0.125 multiplicity=5 homo_ev="-4.884 / -7.560" e_lumo_ev="0.39 / -1.92"
C -0.832 0.928 -3.173
C 0.583 1.120 -2.970
C 0.758 1.972 -1.821
C -0.546 2.317 -1.316
C -1.532 1.673 -2.162
Pt -0.223 0.078 -1.066
N -1.538 -1.452 -1.054
C -0.802 -2.511 -1.644
C 0.545 -1.746 -1.779
H 1.696 2.311 -1.412
H 1.375 0.721 -3.589
H -0.744 2.985 -0.489
H -2.605 1.816 -2.104
H -1.287 0.405 -4.005
H 0.880 -1.669 -2.820
H -0.680 -3.352 -0.931
H -2.544 -1.463 -1.155
H 1.283 -2.107 -1.061
H -1.137 -2.896 -2.627
C -2.374 0.668 1.234
N -1.572 -0.145 2.084
C -1.558 -1.563 1.908
C -0.399 0.445 2.664
C 0.923 0.364 1.920
C 2.045 0.541 2.727
C 3.337 0.470 2.217
C 3.527 0.223 0.852
C 2.417 0.068 0.041
C 1.126 0.164 0.546
H -3.319 0.165 0.971
H -1.807 0.806 0.273
H -2.519 1.675 1.669
H -0.788 -1.829 1.164
H -1.302 -2.047 2.863
H -2.523 -1.900 1.504
H -0.658 1.493 2.885
H -0.273 -0.099 3.621
H 1.843 0.732 3.785
H 4.191 0.603 2.883
H 4.516 0.157 0.399
H 2.513 -0.122 -1.032

=====

(11)
46
Properties=species:S:1:pos:R:3 method="wB97M-V/def2-TZVPD" charge=+3 fmax_ev_per_a=7.94 gap_ev="4.4 / 4.0" multiplicity=2 homo_ev="-17.100 / -16.664" e_lumo_ev="-12.66 / -12.65"
V 2.043 1.164 -0.113
O 3.624 2.058 -0.573
N 4.919 1.548 -0.225
C 5.753 2.557 -0.627
C 7.058 2.549 -0.142
C 7.536 1.409 0.529
C 6.714 0.288 0.749
C 5.362 0.394 0.400
H 5.218 3.365 -1.047
H 7.708 3.418 -0.260
H 8.582 1.370 0.861
H 7.069 -0.631 1.203
H 4.623 -0.344 0.627
O 0.470 1.767 0.379
O -4.282 3.205 -0.520
C -4.964 1.201 -2.541
N -5.397 1.103 -1.200
C -6.548 0.717 -0.620
C -6.515 0.980 0.743
N -5.344 1.580 1.028
C -4.913 2.263 2.226
C -4.774 2.047 -0.262
Se -3.092 0.389 0.080
H -5.766 1.211 -3.268
H -4.324 0.329 -2.615
H -4.327 2.111 -2.569
H -7.345 0.202 -1.149
H -7.261 0.785 1.519
H -5.798 2.287 2.920
H -4.521 3.309 1.931
H -4.118 1.661 2.615
C 1.358 -3.592 1.352
C 0.766 -2.971 0.035
C -0.754 -2.859 -0.124
C 1.502 -3.638 -1.231
C 1.433 -1.703 0.023
C 2.078 -0.648 -0.022
H 1.009 -4.562 1.585
H 1.071 -2.991 2.202
H 2.473 -3.643 1.296
H -1.241 -3.817 -0.244
H -0.938 -2.239 -1.030
H -1.164 -2.311 0.742
H 1.204 -4.669 -1.355
H 2.583 -3.545 -1.146
H 1.230 -3.106 -2.161